1.
ORCA calculation (ωB97M-V/def2-TZVPD) on a molecular structure, C46H65N8O3PRbSSi.

Last column: Mulliken charge in e.
Positions of all 126 atoms, in Å:
1 H -2.40 3.42 3.91  0.38
2 C 0.80 4.01 1.38  -0.12
3 C -2.76 1.38 0.42  -0.96
4 H 4.01 -4.01 -2.36  0.38
5 H -4.87 1.20 0.78  0.63
6 H 1.21 1.44 -3.35  0.40
7 H 1.20 4.31 -1.93  0.58
8 H 5.29 3.77 2.65  0.40
9 S -0.11 -3.07 1.05  -0.14
10 N 2.91 2.32 -1.06  0.50
11 Rb 0.54 -0.03 0.35  0.47
12 C -1.37 2.24 -3.49  -1.87
13 H -3.25 5.13 0.15  0.52
14 H -2.56 0.32 0.49  0.32
15 C -0.73 4.30 -0.42  -1.85
16 C -1.35 0.93 -5.61  -1.88
17 H 6.23 4.30 -1.28  0.40
18 C -0.06 -1.90 -4.25  -1.68
19 C -4.67 0.92 3.69  -0.76
20 C 6.11 -1.19 0.04  0.03
21 C 5.30 2.36 -1.31  -0.35
22 N -1.71 2.16 0.16  1.57
23 H -3.83 0.54 -3.76  0.25
24 N 1.90 2.00 2.15  0.14
25 C -2.89 -2.28 -2.00  -2.05
26 H 5.07 1.30 3.01  0.49
27 H -1.20 1.87 -6.18  0.46
28 N -1.24 -4.04 3.29  -0.78
29 C -4.04 1.87 0.59  -0.70
30 H -0.78 4.29 -1.51  0.63
31 C -0.75 1.04 -4.21  2.52
32 C 3.22 3.98 2.12  -0.87
33 H 6.22 1.80 -1.45  0.42
34 C 5.31 3.74 -1.21  -0.92
35 H -7.37 -4.56 3.57  0.38
36 O 2.73 -2.70 -0.37  -0.44
37 C 4.23 1.91 2.72  -0.76
38 H -2.65 -1.83 -1.04  0.15
39 C -1.10 -3.08 2.45  -0.35
40 N -1.93 -1.93 2.55  0.78
41 H -2.43 0.75 -5.57  0.31
42 H -5.86 -4.31 1.61  0.40
43 O 5.08 -2.15 0.22  -0.45
44 O 3.22 -2.11 1.96  -0.16
45 Si -0.91 -0.59 -3.09  0.23
46 H 3.27 5.05 1.95  0.46
47 C -5.46 -4.25 2.62  -0.60
48 H -1.89 -4.04 5.20  0.27
49 H 6.96 -1.50 0.66  0.40
50 H 7.40 -0.47 -1.54  0.40
51 C 2.55 -2.52 -1.79  1.10
52 C -4.23 3.24 0.50  -0.84
53 H -5.74 0.74 3.76  0.40
54 H -1.05 3.18 -3.97  0.67
55 C -5.77 -4.30 4.99  -0.42
56 C 6.53 -1.12 -1.41  -1.23
57 H -4.20 -2.34 -4.40  0.50
58 C 1.59 4.36 -0.91  -1.19
59 H -0.86 1.50 3.49  0.42
60 H 0.92 2.23 -4.92  0.46
61 P 3.54 -1.60 0.48  0.60
62 C 2.93 3.65 -0.97  0.59
63 C 0.75 1.31 -4.34  -2.36
64 H -5.22 3.67 0.64  0.44
65 H 1.51 -2.27 -1.97  -0.52
66 C 4.33 -4.11 2.82  -1.28
67 H 4.04 0.62 -1.29  -0.24
68 C -3.14 4.05 0.24  -1.28
69 H -3.53 0.43 -2.02  0.26
70 H -4.01 -4.04 6.18  0.31
71 H -0.47 -1.94 -5.26  0.49
72 H 2.30 -3.43 3.20  0.27
73 H -3.46 -3.96 1.92  0.45
74 H -0.18 -2.90 -3.81  0.35
75 H 1.77 5.43 -0.68  0.13
76 H -2.46 2.22 -3.50  0.22
77 H 4.13 -5.12 3.18  0.38
78 H 2.37 -4.63 -2.10  0.33
79 H -4.18 -1.16 3.31  0.32
80 C -2.44 0.08 3.36  -0.04
81 H 6.78 -2.11 -1.78  0.37
82 C -2.77 -1.27 -3.15  2.68
83 H 1.02 -1.72 -4.33  0.26
84 H -1.05 2.26 -2.44  -0.10
85 H 2.83 0.27 2.74  1.09
86 N -1.51 -0.99 3.21  -0.68
87 C 3.02 -3.48 2.38  -0.11
88 C -3.81 -0.15 3.44  0.08
89 H 0.88 5.09 1.59  0.26
90 H -2.53 -2.86 -4.63  0.35
91 C -3.78 -0.15 -2.91  -2.08
92 C -1.90 3.47 0.05  1.02
93 C 4.34 3.27 2.51  -0.59
94 C -4.42 -4.10 5.17  -0.68
95 H -6.42 -4.40 5.86  0.35
96 H 3.17 -1.68 -2.14  0.06
97 C -1.93 1.36 3.55  -0.17
98 C 2.98 1.32 2.54  -0.87
99 H 2.55 -4.04 1.57  0.28
100 C 4.10 4.39 -1.04  -1.04
101 H -0.90 0.12 -6.18  0.36
102 C 4.08 1.70 -1.22  0.22
103 H 5.79 -0.21 0.40  0.04
104 N -2.21 -3.71 4.30  0.09
105 C -3.55 -3.97 4.07  0.58
106 H -0.87 5.34 -0.10  0.41
107 C -2.79 2.42 3.78  -0.33
108 H 1.27 0.50 -4.84  0.39
109 C -6.31 -4.38 3.71  -0.59
110 H -4.84 3.03 4.06  0.41
111 C -3.16 -1.98 -4.45  -1.98
112 H -3.07 -1.33 -5.32  0.31
113 H 5.03 -4.15 1.99  0.23
114 H -4.79 -0.56 -2.77  0.55
115 N 0.58 3.79 -0.05  1.12
116 C -4.16 2.20 3.86  -0.51
117 C -4.10 -4.04 2.79  -0.29
118 H 2.73 -3.70 -3.57  0.39
119 H 4.06 5.47 -0.97  0.49
120 C 2.03 3.31 1.91  0.09
121 H 4.78 -3.53 3.63  0.32
122 H 5.71 -0.73 -2.03  0.19
123 C 2.95 -3.79 -2.50  -1.56
124 H -0.07 3.62 1.90  -0.09
125 H -3.91 -2.68 -1.96  0.45
126 H -2.20 -3.12 -2.14  0.31

Computed properties:
- Charge: -1
- Gap between HOMO and LUMO: 4.3 eV
- Spin multiplicity: 1
- Highest occupied orbital energy: -2.59 eV



2.
ORCA calculation (ωB97M-V/def2-TZVPD) on a molecular structure, C60H56IN3O6P3S2Ta.

Last column: Mulliken charge in e.
Positions of all 132 atoms, in Å:
1 C -3.38 -2.05 2.81  -1.12
2 C -2.32 5.26 1.49  0.31
3 H 0.27 -4.90 1.40  0.49
4 H -2.82 2.76 -0.82  -0.19
5 H -7.71 -0.15 0.38  0.33
6 H 2.18 3.93 -3.06  0.30
7 C -0.87 3.42 -0.52  1.00
8 C 0.10 4.59 1.51  -1.88
9 C 1.91 -4.98 -0.88  -0.05
10 C 6.47 -3.79 1.58  -0.75
11 C 1.56 1.12 3.19  0.22
12 H 3.35 -2.72 -2.82  0.09
13 C -1.09 4.41 -3.80  -0.41
14 P -0.92 1.80 2.11  1.49
15 C -2.45 -0.68 -4.26  -0.96
16 C 1.44 5.34 -4.50  -0.80
17 H -3.26 -2.79 -0.11  -0.21
18 H 1.90 -3.64 -2.55  0.39
19 C 0.94 -0.02 -2.76  -1.50
20 P -0.04 2.54 -1.92  0.19
21 H -0.58 -1.72 -4.25  0.73
22 C 4.26 -2.21 -2.53  -1.66
23 O -0.25 -2.33 1.63  0.71
24 H 1.15 4.15 -0.23  0.51
25 C 1.27 2.50 5.56  -0.82
26 H 2.42 5.70 -4.76  0.44
27 H -3.41 0.96 1.16  -1.15
28 C 2.45 1.82 5.29  -1.05
29 H 4.35 -5.05 -0.72  0.39
30 C 3.77 -3.74 0.88  0.58
31 H -2.08 4.08 -3.54  0.19
32 H -0.97 5.13 3.29  0.86
33 C 0.04 3.87 -3.19  1.10
34 C -3.31 6.00 2.34  -1.39
35 C 2.60 1.13 4.11  -0.84
36 H 5.92 -2.49 3.19  0.49
37 C -1.12 -0.85 -3.90  -0.31
38 C -2.41 -1.75 3.67  -1.32
39 H -5.24 6.15 3.15  0.45
40 C 0.35 1.79 3.43  -0.72
41 N -5.92 -1.21 0.36  0.15
42 H 7.52 -3.81 1.84  0.42
43 H -2.61 3.25 3.24  1.26
44 C -1.18 1.30 -2.72  0.90
45 C 0.18 4.09 0.27  -1.03
46 C 6.02 -4.52 0.49  -0.66
47 P 2.03 -3.62 0.34  2.48
48 H -1.00 -0.25 4.40  0.53
49 H 1.78 -8.35 -1.10  0.47
50 H 1.69 -4.85 2.49  0.56
51 H 3.54 -2.47 2.62  0.24
52 H 1.15 3.05 6.48  0.47
53 H 3.01 0.66 -1.02  0.35
54 C -6.22 -1.92 -0.79  -0.46
55 H -4.18 0.56 -4.11  0.54
56 S -1.89 -0.41 0.01  0.81
57 C -1.97 0.42 2.66  -0.89
58 H -4.64 2.73 0.61  0.27
59 H -4.67 -0.42 2.54  0.69
60 C -2.16 3.32 -0.18  -1.30
61 C -0.95 5.40 -4.76  -0.77
62 S 2.01 0.34 1.65  2.07
63 C 1.82 -7.01 -2.77  -0.66
64 C -6.83 -0.28 1.01  -0.76
65 O 3.31 0.80 1.32  -0.66
66 O 1.93 -1.15 1.72  -0.23
67 C 0.31 5.87 -5.11  -0.57
68 C 2.94 -0.13 -1.77  -0.54
69 H -3.09 2.29 -2.81  0.35
70 C 1.30 4.34 -3.54  -0.16
71 O 0.64 -2.78 3.63  -0.58
72 H 0.99 5.05 1.93  0.47
73 C 0.22 2.47 4.64  -0.73
74 O 1.73 0.57 -3.64  -0.32
75 H 6.13 -1.14 -0.94  0.45
76 H -2.93 -1.42 -4.88  0.49
77 H 3.26 1.84 6.01  0.47
78 C -2.52 1.42 -3.09  -0.15
79 H 1.86 -5.44 -4.23  0.50
80 H 4.96 -2.95 -2.15  0.39
81 Ta 0.48 -1.26 0.27  0.43
82 C 5.58 -3.05 2.33  -0.83
83 H 5.26 0.28 -0.35  0.38
84 H -6.36 0.69 1.14  0.27
85 H 3.53 0.61 3.88  0.63
86 H 1.78 -7.80 -3.51  0.42
87 I -0.90 -3.13 -1.28  -0.08
88 H -1.98 5.90 0.67  0.49
89 O 1.02 0.59 0.54  -0.52
90 C -3.95 -0.98 1.93  1.65
91 C 4.04 -1.15 -1.45  2.97
92 H 3.49 1.50 -3.15  0.26
93 H -7.17 -1.84 -1.29  0.44
94 C 4.23 -3.03 2.00  -0.20
95 C -2.77 3.83 1.10  3.04
96 C -4.55 5.57 2.54  -0.79
97 C -1.16 4.66 2.33  -0.10
98 C -3.15 0.44 -3.83  -1.09
99 C 4.68 -4.48 0.13  -0.79
100 C 1.87 -5.69 -3.18  -1.06
101 H 3.74 -1.66 -0.53  -1.84
102 H -3.84 -3.03 2.79  0.55
103 H -0.70 2.99 4.86  0.57
104 H 3.64 -0.12 -3.86  0.35
105 C 1.89 -6.31 -0.47  -0.62
106 C -2.89 0.07 1.53  0.33
107 N -4.21 -2.42 -0.11  0.28
108 C -0.50 0.11 -3.11  0.09
109 C -5.13 -2.68 -1.08  -0.59
110 H 5.67 0.14 -2.07  0.38
111 C 1.83 -7.32 -1.42  -0.93
112 H 4.72 -1.77 -3.42  0.60
113 C 1.07 -4.28 1.80  -0.93
114 C -5.06 4.37 1.87  -0.73
115 C 3.08 0.49 -3.16  -0.05
116 H -7.14 -0.66 1.98  0.33
117 C -1.75 -0.45 3.65  0.12
118 H -1.83 5.81 -5.24  0.45
119 H -2.96 6.93 2.76  0.47
120 H 1.92 -6.57 0.58  0.47
121 H -6.12 4.18 1.92  0.49
122 C -4.69 -1.52 0.76  -0.99
123 H -4.94 -3.36 -1.89  0.52
124 N 1.51 -0.61 -1.74  0.74
125 C -4.25 3.58 1.17  -1.14
126 C -1.95 3.32 2.38  -1.52
127 C 0.47 -3.08 2.49  0.05
128 H 0.42 6.63 -5.87  0.41
129 C 1.90 -4.68 -2.23  0.46
130 H 6.71 -5.11 -0.09  0.46
131 C 5.35 -0.42 -1.18  -1.83
132 H -2.05 -2.48 4.38  0.49

Computed properties:
- Charge: +2
- Gap between HOMO and LUMO: 6.4 eV
- Spin multiplicity: 1
- Highest occupied orbital energy: -12.11 eV